{
  "formula": "H2P2S",
  "method": "ωB97M-V/def2-TZVPD",
  "elements": ["H", "S", "P", "P", "H"],
  "xyz": [[-0.399, 0.503, -1.327], [-2.611, -0.165, -0.038], [-0.544, 0.068, -0.052], [1.944, -0.284, -0.012], [1.610, -0.122, 1.429]],
  "energy_ev": -29441.565,
  "total_charge": 0,
  "orbital_gap_ha": [0.247, 0.221],
  "e_above_lowest_kj_mol": 258.1,
  "spin_multiplicity": 1
}


{
  "formula": "C4H5NO",
  "method": "ωB97M-V/def2-TZVPD",
  "elements": ["C", "H", "H", "N", "O", "H", "H", "C", "C", "H", "C"],
  "xyz": [[0.346, -0.034, -0.037], [1.737, -1.271, -1.130], [-0.566, 3.156, 0.563], [-1.792, 1.312, 0.206], [0.980, 0.992, 0.240], [0.369, -2.213, -0.522], [-1.551, -0.991, 0.246], [-1.157, 2.272, 0.399], [-1.033, -0.197, -0.287], [1.619, -1.641, 0.609], [1.049, -1.384, -0.288]],
  "energy_ev": -7762.653,
  "total_charge": 0,
  "orbital_gap_ha": 0.310,
  "e_above_lowest_kj_mol": 373.7,
  "spin_multiplicity": 1
}


{
  "formula": "C3H3N3",
  "method": "ωB97M-V/def2-TZVPD",
  "elements": ["C", "H", "N", "N", "N", "H", "H", "C", "C"],
  "xyz": [[0.534, 0.374, -1.100], [2.257, 1.533, -1.794], [-1.235, -1.112, -0.151], [-1.083, -1.544, 3.650], [-0.876, -0.494, 3.821], [-0.965, -1.655, 0.638], [0.702, 1.950, -2.555], [1.156, 1.200, -1.897], [-0.490, -0.251, -0.613]],
  "energy_ev": -7627.522,
  "total_charge": 0,
  "orbital_gap_ha": 0.321,
  "smiles": "C=C=C=N.N#N",
  "e_above_lowest_kj_mol": 195.6,
  "spin_multiplicity": 1
}


{
  "formula": "C8H17N2",
  "method": "ωB97M-V/def2-TZVPD",
  "elements": ["C", "H", "C", "H", "H", "H", "H", "H", "H", "C", "C", "C", "H", "H", "N", "H", "H", "H", "C", "H", "C", "C", "H", "H", "H", "H", "N"],
  "xyz": [[1.918, -0.162, 1.505], [-1.937, -0.201, 2.035], [2.317, 1.296, -0.718], [-3.424, 0.322, 1.147], [1.061, 0.025, 2.102], [3.075, 1.802, -0.184], [-1.554, 1.357, -2.039], [1.345, -0.676, -1.710], [1.503, 2.025, -0.963], [-2.469, -0.252, 1.091], [-1.669, 0.037, -0.054], [-1.054, -1.079, -0.804], [0.308, -1.803, 0.927], [-0.507, 1.788, 0.715], [1.365, -0.774, -0.667], [2.705, 0.423, 1.979], [0.509, -2.638, -0.730], [-0.770, -0.736, -1.820], [1.838, 0.146, 0.049], [-2.605, -1.334, 1.073], [0.258, -1.681, -0.209], [-1.800, 1.238, -0.924], [2.146, -1.268, 1.567], [-1.713, -1.906, -0.780], [-2.697, 1.849, -0.710], [2.503, 1.008, -1.744], [-0.654, 1.193, -0.132]],
  "energy_ev": -11543.228,
  "total_charge": 1,
  "orbital_gap_ha": 0.345,
  "smiles": "CC(C)=[NH+]CC[C@]1(C)CN1",
  "e_above_lowest_kj_mol": 286.2,
  "spin_multiplicity": 1
}


{
  "formula": "C5H6O2",
  "method": "ωB97M-V/def2-TZVPD",
  "elements": ["C", "H", "C", "C", "C", "H", "C", "O", "O", "H", "H", "H", "H"],
  "xyz": [[1.258, -0.331, -0.373], [-0.988, 3.133, -1.004], [-1.050, -1.124, 0.504], [-1.391, 1.090, -0.134], [-1.174, 2.143, -0.673], [1.270, 0.761, 1.215], [0.189, -1.321, 0.064], [-1.736, 0.072, 0.599], [1.925, 0.226, 0.748], [0.880, 0.463, -1.026], [0.510, -2.354, 0.149], [-1.719, -1.896, 0.870], [2.026, -0.863, -0.939]],
  "energy_ev": -9373.279,
  "total_charge": 0,
  "orbital_gap_ha": 0.375,
  "smiles": "C#CO/C=C\\CO",
  "e_above_lowest_kj_mol": 368.3,
  "spin_multiplicity": 1
}


{
  "formula": "C5H12N2O",
  "method": "ωB97M-V/def2-TZVPD",
  "elements": ["H", "N", "H", "H", "H", "C", "H", "H", "C", "H", "C", "C", "H", "N", "H", "C", "O", "H", "H", "H"],
  "xyz": [[-2.103, -0.297, -1.085], [0.802, -0.551, 1.873], [1.584, 0.402, -1.933], [1.336, -1.347, 1.546], [0.997, 2.091, 0.027], [-1.468, -0.566, -0.244], [0.066, -0.882, 2.480], [2.119, 1.274, 0.923], [0.340, 0.296, 0.806], [0.145, -0.302, -2.690], [0.505, 0.267, -1.833], [-1.184, 0.547, 0.779], [-1.663, 0.441, 1.750], [1.136, 1.501, 0.837], [-1.413, 1.536, 0.386], [0.244, -0.505, -0.558], [0.726, -1.791, -0.551], [0.010, 1.237, -1.832], [-1.836, -1.480, 0.229], [-0.343, -1.873, -0.908]],
  "energy_ev": -10404.955,
  "total_charge": 0,
  "orbital_gap_ha": 0.357,
  "smiles": "C[C@]1(O)CCC1(N)N",
  "e_above_lowest_kj_mol": 334.7,
  "spin_multiplicity": 1
}